{
  "formula": "C3H11N3",
  "method": "the ωB97M-V functional and the def2-TZVPD basis",
  "total_charge": 0,
  "e_lumo_ev": 1.053,
  "smiles": "C[C@@H](N)CNN",
  "gap_ha": 0.3810,
  "e_homo_ev": -9.3,
  "relative_energy_kcal_mol": 39.4,
  "symbols": ["C", "C", "C", "N", "N", "N", "H", "H", "H", "H", "H", "H", "H", "H", "H", "H", "H"],
  "coordinates": [[-0.918, 0.339, 0.214], [-0.007, -0.574, 1.046], [-0.311, 1.386, -0.710], [1.435, -0.142, 0.973], [2.147, -0.768, -0.111], [-1.813, -0.607, -0.596], [1.891, -0.359, 1.866], [-1.592, 0.857, 0.905], [2.035, -0.254, -0.986], [1.854, -1.731, -0.285], [-1.264, -1.003, -1.358], [-2.543, -0.049, -1.039], [-0.103, -1.646, 0.837], [-0.299, -0.456, 2.097], [0.277, 0.937, -1.516], [-1.100, 1.980, -1.186], [0.311, 2.092, -0.151]]
}